Computed, not measured: a molecular structure, C15H37GaN4O7P, with ωB97M-V/def2-TZVPD.

Summary:
- gap between HOMO and LUMO (eV) = 5.634
- LUMO (eV) = 1.5
- total charge = -1
- HOMO (eV) = -4.1

Last column: natural (NBO) charge in e.
Cartesian coordinates (Å):
C: -2.490920 -4.398243 -1.214746  -0.05
C: 0.160348 1.190109 0.914923  -0.42
O: 5.215079 0.458292 0.688371  -1.17
C: -2.358894 -0.826555 2.377169  -0.39
O: -6.028578 -2.204524 -1.801137  -0.37
N: 2.066614 1.406340 -2.083553  -1.15
C: -1.962244 0.655875 2.277357  -0.40
C: 5.768374 4.786534 -3.200865  -0.48
C: 2.233148 -0.266293 1.292727  -0.92
N: -6.714843 -2.183485 -0.802043  0.54
H: -1.901543 -1.860272 -0.596393  0.20
O: -6.444257 -2.719636 0.249606  -0.37
H: -1.744345 2.145385 0.749974  0.20
H: 2.370654 0.443388 -2.189504  0.36
H: -1.205466 0.848658 3.042977  0.21
C: 0.832248 -0.164909 0.682181  -0.40
H: 0.203951 -6.100511 -1.194959  0.18
C: 3.622371 2.623251 2.396076  -0.98
H: 2.712310 -1.192745 0.962256  0.21
O: 4.662576 2.137694 -1.980385  -1.03
H: 6.438738 3.937076 -3.271209  0.24
H: -1.469606 -1.423321 2.587461  0.20
H: 0.453211 1.869988 0.108606  0.21
H: -2.993201 -5.368726 -1.320320  0.16
H: 0.524082 1.633327 1.844873  0.21
H: -3.375777 -4.168765 0.716153  0.19
N: 6.603666 6.017401 -3.127159  0.53
C: 2.592938 2.459008 3.428970  0.16
H: -4.033054 -1.885281 1.495877  0.20
C: -8.003545 -1.438071 -0.860294  -0.48
C: -3.119479 -1.385055 1.164182  -0.41
H: 5.150104 4.718139 -2.314564  0.25
H: -2.530099 -3.881240 -2.184024  0.15
C: -3.184179 -3.551734 -0.165919  -0.42
H: 1.726204 4.111123 3.209176  0.31
C: -1.368234 1.137248 0.942895  -0.39
N: 1.659027 3.260473 3.773843  -0.70
H: 1.923442 1.798366 -3.006423  0.36
H: 0.242972 -4.759982 -2.348905  0.17
H: -4.127361 -3.184472 -0.565129  0.22
C: -0.414874 -5.395418 -1.750473  -0.24
H: -8.793998 -2.147464 -0.635934  0.23
H: 0.861617 -0.361499 -0.392623  0.19
O: -1.146622 -4.615392 -0.833674  -0.55
P: 3.163297 2.411331 -1.197101  0.58
C: -2.332580 -2.359851 0.275911  -0.40
H: 2.126757 -0.339543 2.380152  0.20
H: 4.602520 2.436062 2.847912  0.23
H: 4.709922 1.208844 -2.225325  0.47
H: 2.596588 1.505794 3.966502  0.15
H: -2.820972 1.273048 2.553104  0.19
H: 3.618536 3.659983 2.043599  0.21
H: 5.166898 4.868887 -4.100808  0.23
O: 6.494024 6.733676 -2.156178  -0.37
H: 0.183026 -0.936197 1.117011  0.17
H: -8.107299 -1.016690 -1.852439  0.23
H: -1.075554 -5.964163 -2.410249  0.16
H: 5.799835 1.103996 0.288429  0.45
H: -3.453555 -0.538623 0.557002  0.20
O: 7.354069 6.230495 -4.061751  -0.41
H: -7.961762 -0.667760 -0.096420  0.24
H: -1.709697 0.526744 0.101062  0.19
Ga: 3.512801 1.246705 0.873546  1.33
H: -3.000511 -0.928797 3.256721  0.19
H: -1.478271 -2.739510 0.837008  0.21

Forces on the atoms, in the same order (eV/Å):
C -0.045 0.163 -0.053
C -0.007 0.066 -0.239
O -0.176 0.025 -0.025
C -0.140 0.154 0.089
O -0.014 -0.008 -0.088
N 0.480 0.165 -0.203
C 0.299 -0.150 0.022
C -0.112 -0.008 0.154
C 0.025 0.137 -0.274
N -0.066 0.067 0.013
H -0.054 0.083 -0.009
O -0.091 -0.050 0.060
H -0.024 0.019 -0.017
H -0.200 -0.079 0.148
H -0.103 0.078 0.116
C -0.161 -0.089 0.341
H 0.037 -0.001 0.030
C 0.150 0.338 0.129
H 0.044 -0.033 0.047
O -0.195 0.177 -0.275
H 0.004 0.000 -0.020
H -0.004 -0.099 -0.128
H 0.145 0.002 0.042
H -0.078 0.013 -0.111
H -0.049 -0.004 0.063
H -0.219 0.020 -0.005
N 0.009 -0.035 -0.059
C -0.167 0.005 0.125
H 0.033 -0.055 0.090
C 0.013 0.058 -0.055
C -0.046 0.101 -0.145
H 0.010 0.015 0.013
H 0.054 -0.027 -0.051
C 0.512 0.140 0.067
H 0.009 0.015 0.003
C 0.060 0.175 0.013
N -0.047 -0.029 -0.074
H -0.188 -0.090 -0.035
H -0.040 -0.002 -0.132
H -0.054 -0.233 0.013
C 0.023 0.070 0.111
H 0.003 0.000 0.039
H -0.025 -0.005 -0.027
O -0.033 -0.207 0.142
P -0.058 0.341 0.062
C 0.095 -0.087 0.166
H 0.070 0.005 0.042
H 0.030 -0.166 -0.090
H 0.297 -0.195 0.245
H 0.102 -0.028 0.024
H -0.102 -0.027 -0.142
H -0.009 -0.026 -0.132
H 0.026 -0.035 -0.029
O -0.013 0.024 0.043
H 0.040 -0.074 -0.075
H 0.014 -0.003 -0.007
H 0.008 -0.019 -0.060
H 0.171 0.041 -0.084
H -0.147 -0.053 -0.028
O 0.022 0.000 -0.037
H -0.008 -0.020 0.029
H -0.067 -0.020 0.018
Ga -0.164 -0.505 0.167
H 0.080 -0.022 0.090
H 0.043 -0.015 -0.048